Here is a structure of composition C4H5NO from OMol25. Energies are from ωB97M-V with the def2-TZVPD basis set.

```
11
Properties=species:S:1:pos:R:3:forces:R:3
C -0.82126 -0.46006 0.51761 -0.1 0.1 0.2
C 0.18471 0.53786 0.56567 0.0 0.1 0.2
C 0.70339 -0.81065 -0.70898 0.2 -0.2 -0.2
O 1.57326 -1.56954 -0.35115 -0.2 0.2 0.0
C -0.07798 1.80923 -0.03604 -0.2 0.8 -0.5
N -0.29735 2.80151 -0.59596 0.2 -0.9 0.6
H -1.81181 -0.21064 0.13813 0.2 0.0 0.0
H -0.48389 -1.23660 -0.68473 0.0 0.0 -0.1
H -0.75891 -1.29486 1.21159 0.0 0.1 -0.1
H 0.98461 0.47532 1.29433 -0.1 0.0 -0.1
H 0.61722 -0.10688 -1.54170 0.0 -0.1 0.1
```
Forces are in eV/Å.

## Properties
DFT total energy in a.u.: -285.26573
Energy above the lowest of the compared OMol25 structures with the same formula, charge and spin in kcal/mol: 93.4
F_max in hartree/bohr: 0.0211
Molecular weight in g mol⁻¹: 83.09
LUMO level in eV: 0.2917
HOMO-LUMO gap in eV: 9.412

Here are the natural (NBO) charges for atoms 1 to 6, given in e: -0.298 -0.464 0.260 -0.593 0.253 -0.322

=====

Here is the molecule C4H5NO from OMol25. Energies are from ωB97M-V with the def2-TZVPD basis set.

```
11
Properties=species:S:1:pos:R:3:forces:R:3
C 0.53006 0.55603 -1.23828 -0.4 0.0 0.0
C 0.02874 0.40312 0.22937 -0.7 -0.2 0.1
C 0.74610 -0.72016 0.80528 1.8 -0.8 0.4
N 1.46694 -1.53735 1.18171 -0.5 0.4 -0.2
C -1.51563 -0.09596 0.62914 0.8 -0.5 0.2
O -1.52493 -1.13998 1.22648 -0.4 0.3 -0.1
H 1.62831 0.65501 -1.29467 -0.5 0.0 0.4
H 0.28312 -0.33131 -1.82486 -0.1 0.1 0.0
H 0.11377 1.44904 -1.70563 -0.1 -0.1 0.0
H 0.39817 1.28571 0.78759 -0.8 -0.2 -0.1
H -2.54329 0.32211 0.49250 1.0 0.9 -0.6
```
Forces are in eV/Å.

## Properties
DFT total energy in a.u.: -285.35204
Energy above the lowest of the compared OMol25 structures with the same formula, charge and spin in kcal/mol: 39.2
F_max in hartree/bohr: 0.0383
Molecular weight in g mol⁻¹: 83.09
LUMO level in eV: 0.4529
HOMO-LUMO gap in eV: 11.026
SMILES: C[C@H](C#N)C=O

Here are the natural (NBO) charges for atoms 1 to 6, given in e: -0.596 -0.409 0.281 -0.311 0.411 -0.480

=====

Here is the molecule C4H5NO from OMol25. Energies are from ωB97M-V with the def2-TZVPD basis set.

```
11
Properties=species:S:1:pos:R:3:forces:R:3
C -1.85219 -0.71947 -0.02726 -2.7 -6.2 1.6
C -0.61653 -0.42345 0.01905 2.8 2.6 -0.2
C 0.58387 -1.20264 0.07057 3.1 -4.0 -1.0
N 1.56099 -1.84277 -0.15044 -3.6 2.3 1.2
O -0.31180 0.91427 -0.15146 0.7 -1.7 0.2
C 1.05830 1.15782 0.07385 0.8 4.3 -3.5
H -2.15674 -1.83069 0.30660 0.5 2.8 -1.2
H -2.56205 -0.01457 -0.29321 -1.3 1.2 -0.2
H 1.46555 0.99739 1.02392 -0.2 0.1 1.9
H 0.98587 2.25217 -0.28625 1.2 -1.2 1.3
H 1.84474 0.71195 -0.58539 -1.3 -0.1 -0.1
```
Forces are in eV/Å.

## Properties
DFT total energy in a.u.: -285.30808
Energy above the lowest of the compared OMol25 structures with the same formula, charge and spin in kcal/mol: 66.8
F_max in hartree/bohr: 0.1348
Molecular weight in g mol⁻¹: 83.09
LUMO level in eV: 0.5289
HOMO-LUMO gap in eV: 10.265
SMILES: C=C(C#N)OC

Here are the natural (NBO) charges for atoms 1 to 6, given in e: -0.373 0.152 0.222 -0.264 -0.484 -0.297

=====

Here is the molecule C4H5NO from OMol25. Energies are from ωB97M-V with the def2-TZVPD basis set.

```
11
Properties=species:S:1:pos:R:3:forces:R:3
N -1.98664 0.73285 -1.94333 -0.3 -0.8 -1.9
C -1.43385 -0.18770 -1.50703 -0.8 2.4 1.0
C -0.86708 -0.20719 -0.12379 0.1 -0.4 0.3
C 0.63278 -0.03146 -0.21159 0.1 -0.2 0.1
C 1.25154 0.01026 1.15599 -0.1 -0.1 0.3
O 0.60706 -0.03885 2.17636 0.3 0.0 -0.4
H -1.30939 0.64948 0.40543 0.1 -0.5 -0.2
H -1.19899 -1.10657 0.37469 0.4 -0.3 0.3
H 1.07473 -0.84051 -0.80148 0.2 0.0 0.1
H 0.88793 0.89973 -0.74348 -0.1 -0.2 0.2
H 2.35552 0.09003 1.17528 0.0 0.0 0.1
```
Forces are in eV/Å.

## Properties
DFT total energy in a.u.: -285.34878
Energy above the lowest of the compared OMol25 structures with the same formula, charge and spin in kcal/mol: 41.3
F_max in hartree/bohr: 0.0526
Molecular weight in g mol⁻¹: 83.09
LUMO level in eV: 0.1241
HOMO-LUMO gap in eV: 10.536
SMILES: N#CCCC=O

Here are the natural (NBO) charges for atoms 1 to 6, given in e: -0.244 0.211 -0.464 -0.514 0.444 -0.513

=====

Here is the molecule C4H5NO from OMol25. Energies are from ωB97M-V with the def2-TZVPD basis set.

```
11
Properties=species:S:1:pos:R:3:forces:R:3
H -1.76233 -1.42474 -1.71694 -0.1 -0.1 0.1
N -1.64653 -1.51251 -0.70627 0.3 0.2 0.0
C -0.73099 -0.72499 -0.33553 -0.2 -0.2 0.1
C -0.20669 -0.53306 1.03293 0.2 0.1 -0.1
C 0.74185 0.40177 0.97442 -0.1 0.0 0.0
C 0.76493 0.97770 -0.40671 0.2 0.1 0.0
O -0.03077 0.09437 -1.18189 -0.2 0.1 -0.1
H -0.59637 -1.11117 1.86353 0.3 0.1 -0.1
H 1.42739 0.78608 1.71775 -0.3 -0.1 0.3
H 1.75923 1.08226 -0.84945 -0.1 -0.1 0.0
H 0.28029 1.96428 -0.39183 0.2 0.0 -0.1
```
Forces are in eV/Å.

## Properties
DFT total energy in a.u.: -285.38597
Energy above the lowest of the compared OMol25 structures with the same formula, charge and spin in kcal/mol: 18.0
F_max in hartree/bohr: 0.0085
Molecular weight in g mol⁻¹: 83.09
LUMO level in eV: 0.8551
HOMO-LUMO gap in eV: 10.342
SMILES: [H]/N=C1/C=CCO1

Here are the natural (NBO) charges for atoms 1 to 6, given in e: 0.347 -0.681 0.514 -0.271 -0.167 -0.106

=====

Here is the molecule C4H5NO from OMol25. Energies are from ωB97M-V with the def2-TZVPD basis set.

```
11
Properties=species:S:1:pos:R:3:forces:R:3
H -3.10774 -0.74914 -0.10203 0.0 0.0 0.0
N -2.10907 -0.63776 -0.24687 0.0 0.3 0.2
C -1.70288 0.45522 0.24500 -0.2 -0.2 -0.1
O -0.41863 0.83530 0.20269 0.0 0.0 0.0
C 0.44095 -0.12861 -0.40754 0.1 -0.2 -0.1
C 1.82663 0.13316 -0.04224 0.5 -0.2 0.3
C 2.96136 0.11261 0.35178 -0.4 0.0 -0.1
H -2.29373 1.21748 0.75900 0.0 -0.1 -0.1
H 0.27127 -0.14265 -1.48882 0.1 0.1 0.1
H 0.18977 -1.12193 -0.02658 -0.1 0.1 -0.1
H 3.94208 0.02632 0.75563 0.0 0.2 -0.1
```
Forces are in eV/Å.

## Properties
DFT total energy in a.u.: -285.32215
Energy above the lowest of the compared OMol25 structures with the same formula, charge and spin in kcal/mol: 58.0
F_max in hartree/bohr: 0.0109
Molecular weight in g mol⁻¹: 83.09
LUMO level in eV: 0.9813
HOMO-LUMO gap in eV: 11.115
SMILES: [H]/N=C/OCC#C

Here are the natural (NBO) charges for atoms 1 to 6, given in e: 0.356 -0.730 0.410 -0.481 -0.161 -0.038

=====

Here is the molecule C4H5NO from OMol25. Energies are from ωB97M-V with the def2-TZVPD basis set.

```
11
Properties=species:S:1:pos:R:3:forces:R:3
C 0.75291 0.26348 -1.35955 -0.5 -0.1 0.2
C 0.52308 -0.42089 0.00025 -0.2 -0.1 0.3
O 0.80559 0.42270 1.04692 0.5 0.5 0.3
C -0.40436 -0.15121 1.40041 0.0 0.0 -0.5
C -1.71854 0.22444 0.97500 -0.8 0.7 -0.6
N -2.80190 0.29384 0.56686 0.8 0.2 0.5
H 1.24145 -0.40275 -2.08737 -0.4 0.0 0.4
H -0.14789 0.66807 -1.82179 -0.1 0.0 0.1
H 1.44156 1.11049 -1.19979 -0.3 -0.3 0.2
H 0.66748 -1.49220 0.03128 1.1 0.0 0.4
H -0.35938 -0.51595 2.44777 -0.1 -0.7 -1.1
```
Forces are in eV/Å.

## Properties
DFT total energy in a.u.: -285.28960
Energy above the lowest of the compared OMol25 structures with the same formula, charge and spin in kcal/mol: 78.4
F_max in hartree/bohr: 0.0250
Molecular weight in g mol⁻¹: 83.09
LUMO level in eV: 0.5453
HOMO-LUMO gap in eV: 10.151
SMILES: C[C@H]1O[C@H]1C#N

Here are the natural (NBO) charges for atoms 1 to 6, given in e: -0.669 0.158 -0.440 -0.063 0.211 -0.317

=====

Here is the molecule C4H5NO from OMol25. Energies are from ωB97M-V with the def2-TZVPD basis set.

```
11
Properties=species:S:1:pos:R:3:forces:R:3
C 0.23403 -0.09580 -2.34206 0.0 0.0 0.0
C 0.06526 -0.14927 -0.89978 0.0 0.0 0.4
C -0.07503 -0.19641 0.31764 0.1 0.0 -0.8
C -0.09927 0.60783 1.83281 0.0 0.5 0.3
O 0.08110 1.78419 1.91395 -0.1 -0.6 -0.1
N -0.34519 -0.45867 2.56720 0.0 0.2 0.0
H 0.53477 0.91896 -2.62734 0.0 -0.1 0.1
H -0.69861 -0.33425 -2.86093 0.1 0.0 0.1
H 1.02010 -0.78290 -2.66883 -0.1 0.1 0.1
H -0.41498 -0.26800 3.56661 0.0 0.0 -0.1
H -0.30218 -1.02569 1.20072 0.0 0.0 0.1
```
Forces are in eV/Å.

## Properties
DFT total energy in a.u.: -285.25642
Energy above the lowest of the compared OMol25 structures with the same formula, charge and spin in kcal/mol: 99.2
F_max in hartree/bohr: 0.0164
Molecular weight in g mol⁻¹: 83.09
LUMO level (spin up / spin down) in eV: -0.5258 / -0.5263
HOMO-LUMO gap (spin up / spin down) in eV: 9.206 / 9.206

Here are the natural (NBO) charges for atoms 1 to 6, given in e: -0.714 0.242 -0.440 0.738 -0.535 -0.873

=====

Here is the molecule C4H5NO from OMol25. Energies are from ωB97M-V with the def2-TZVPD basis set.

```
11
Properties=species:S:1:pos:R:3:forces:R:3
O 2.17255 0.53183 0.04714 0.1 -0.1 -0.1
C 0.86518 0.14239 0.05191 -0.3 -0.1 0.0
C 0.26571 -1.08751 0.08034 0.1 0.0 0.0
C -1.14403 -0.85068 0.05405 -0.1 0.0 0.0
C -1.34131 0.50272 0.03550 -0.1 -0.1 0.0
N -0.10329 1.10882 0.01458 0.1 -0.1 0.2
H 2.59378 0.14360 -0.72987 0.0 0.1 0.2
H 0.77622 -2.03920 0.13431 -0.1 0.1 -0.1
H -1.92209 -1.60224 0.04190 0.1 0.1 0.0
H -2.24814 1.08901 -0.01052 0.1 -0.1 0.1
H 0.08542 2.06127 0.28066 0.0 0.0 -0.3
```
Forces are in eV/Å.

## Properties
DFT total energy in a.u.: -285.39999
Energy above the lowest of the compared OMol25 structures with the same formula, charge and spin in kcal/mol: 9.2
F_max in hartree/bohr: 0.0062
Molecular weight in g mol⁻¹: 83.09
LUMO level in eV: 0.8280
HOMO-LUMO gap in eV: 8.867
SMILES: Oc1ccc[nH]1

Here are the natural (NBO) charges for atoms 1 to 6, given in e: -0.686 0.409 -0.374 -0.287 -0.088 -0.535

=====

Here is the molecule C4H5NO from OMol25. Energies are from ωB97M-V with the def2-TZVPD basis set.

```
11
Properties=species:S:1:pos:R:3:forces:R:3
C -1.64862 -0.38000 -0.01609 0.0 0.0 0.1
C -0.20376 -0.02365 0.13440 -0.1 0.0 -0.2
C 0.48982 1.09745 0.44339 -0.3 -0.1 0.0
O 1.81180 0.87280 0.16489 0.1 0.0 0.1
C 1.83925 -0.38769 -0.29767 0.2 -0.1 -0.1
N 0.70158 -0.97769 -0.32672 0.2 0.1 -0.1
H -1.94351 -1.19075 0.65638 0.1 0.1 0.0
H -1.73403 -0.76425 -1.03454 -0.2 0.0 0.1
H -2.35089 0.44699 0.09734 0.2 0.0 0.1
H 0.25374 2.07425 0.83307 -0.1 -0.1 -0.1
H 2.78462 -0.76746 -0.65444 0.0 0.0 0.2
```
Forces are in eV/Å.

## Properties
DFT total energy in a.u.: -285.39871
Energy above the lowest of the compared OMol25 structures with the same formula, charge and spin in kcal/mol: 10.0
F_max in hartree/bohr: 0.0068
Molecular weight in g mol⁻¹: 83.09
LUMO level in eV: 1.0556
HOMO-LUMO gap in eV: 10.308
SMILES: Cc1cocn1

Here are the natural (NBO) charges for atoms 1 to 6, given in e: -0.635 0.071 0.030 -0.410 0.328 -0.465

=====

Here is the molecule C4H5NO from OMol25. Energies are from ωB97M-V with the def2-TZVPD basis set.

```
11
Properties=species:S:1:pos:R:3:forces:R:3
C 1.71515 0.34897 0.08718 0.1 0.0 0.0
C 0.28345 0.51740 0.41297 -0.2 -0.1 0.4
N -0.51578 0.60611 1.36501 0.4 -0.1 -0.3
C -1.10643 0.40396 -0.03361 -0.1 0.0 -0.3
C -1.55266 -0.97503 -0.36894 0.2 -0.2 0.1
O -0.92455 -1.95433 -0.03020 -0.3 0.3 -0.1
H 2.30997 0.33995 1.00233 -0.1 0.1 -0.1
H 2.06403 1.14814 -0.56975 -0.1 0.0 0.0
H 1.86153 -0.60588 -0.42935 -0.1 0.2 0.1
H -1.66686 1.24178 -0.44877 0.2 -0.2 0.0
H -2.46785 -1.07107 -0.98686 0.1 0.0 0.1
```
Forces are in eV/Å.

## Properties
DFT total energy in a.u.: -285.33969
Energy above the lowest of the compared OMol25 structures with the same formula, charge and spin in kcal/mol: 47.0
F_max in hartree/bohr: 0.0102
Molecular weight in g mol⁻¹: 83.09
LUMO level in eV: 0.7340
HOMO-LUMO gap in eV: 10.691
SMILES: CC1=N[C@@H]1C=O

Here are the natural (NBO) charges for atoms 1 to 6, given in e: -0.676 0.303 -0.269 -0.287 0.403 -0.527

=====

Here is the molecule C4H5NO from OMol25. Energies are from ωB97M-V with the def2-TZVPD basis set.

```
11
Properties=species:S:1:pos:R:3:forces:R:3
C 2.07749 1.05332 0.58210 -0.3 -0.4 0.0
C 1.31390 0.12279 0.62913 0.3 0.5 0.0
C 0.35789 -0.99482 0.69812 -0.1 -0.1 0.0
O 0.58201 -2.00164 1.34601 0.0 0.4 -0.2
N -0.78477 -0.81040 -0.01802 0.2 -0.1 0.1
C -1.14727 0.35502 -0.79943 0.0 0.1 -0.1
H 2.75189 1.88318 0.54643 -0.1 -0.2 0.0
H -1.44156 -1.57271 0.06229 0.1 0.1 0.0
H -1.71738 0.03373 -1.67439 0.1 0.1 0.1
H -0.24481 0.86011 -1.14719 -0.1 -0.1 0.0
H -1.74738 1.07141 -0.22503 0.1 -0.1 -0.1
```
Forces are in eV/Å.

## Properties
DFT total energy in a.u.: -285.35099
Energy above the lowest of the compared OMol25 structures with the same formula, charge and spin in kcal/mol: 39.9
F_max in hartree/bohr: 0.0109
Molecular weight in g mol⁻¹: 83.09
LUMO level in eV: 0.8837
HOMO-LUMO gap in eV: 10.796
SMILES: C#CC(=O)NC

Here are the natural (NBO) charges for atoms 1 to 6, given in e: -0.163 -0.127 0.605 -0.577 -0.593 -0.417